(1)
Entry from the OMol25 dataset: a 13-piece molecular cluster, C7H38O12 overall (wB97M-V/def2-TZVPD).

Properties
**Multiplicity**: 2
**⟨S²⟩**: 0.751
**E_tot**: -1192.289540 hartree
**Charge**: -1
**Frontier orbital gap (alpha / beta)**: 1.7 / 8.4 eV
**LUMO level (alpha / beta)**: 2.127 / 2.117 eV

Last column: Löwdin charge in e.
Geometry (Å):
1 H -3.3661 3.7263 -1.5927  0.035
2 H 1.5986 2.2075 -0.8390  0.046
3 O -3.8869 0.8230 -1.5835  -0.080
4 H -3.2983 1.1714 0.4669  0.047
5 H 0.3591 -4.2891 -0.1717  0.043
6 H 0.9677 -0.3556 3.6456  0.017
7 H -0.6713 -0.4584 1.1376  0.120
8 O -0.4021 -3.7297 -0.3968  -0.091
9 H 3.7925 -2.4136 -0.8936  0.027
10 H -0.4885 -0.5474 4.2817  0.055
11 H 0.0261 1.9364 2.0065  0.041
12 C 1.6848 1.6463 -2.9313  -0.140
13 C -0.3706 1.5058 -1.3633  -0.153
14 O 1.1134 -0.9985 -1.5357  -0.079
15 H 2.8716 -1.1003 -0.7453  -0.014
16 H 0.8981 3.3005 -1.9814  0.095
17 O 0.1927 -0.9880 3.7674  -0.091
18 O -3.4560 3.2760 -2.4531  -0.108
19 C -0.0275 2.1725 0.9741  0.012
20 H 2.0204 0.6474 -2.7777  0.028
21 H -2.3784 1.2469 1.9585  0.074
22 H 3.7588 1.9000 0.9492  -0.013
23 H -3.4507 -0.1440 1.5659  0.081
24 H 0.6786 -0.9716 -0.6617  0.039
25 H -0.4151 -3.1154 0.3581  -0.024
26 H -3.2442 -1.4792 -3.0713  0.058
27 O 3.2701 -1.8587 -0.3184  -0.093
28 H 2.4138 2.3159 -3.3823  0.049
29 H -3.5230 2.3447 -2.1586  -0.039
30 H 3.0212 0.1038 3.2693  0.026
31 C -2.7020 0.5656 1.1457  -0.102
32 H 0.4178 3.1101 0.6836  0.060
33 O -0.2647 -2.9302 2.2088  -0.140
34 O -2.3856 -1.1501 -2.7339  -0.086
35 H -1.0897 2.2964 -1.6479  0.103
36 H 4.3837 1.9213 -0.4690  0.013
37 O 4.5882 -0.5506 2.1607  -0.119
38 H -3.0904 0.2542 -1.6652  0.023
39 H 0.0088 -2.2886 2.9363  0.007
40 H 1.0878 -1.9263 -1.7918  0.049
41 H 0.9970 1.7608 -3.7913  0.068
42 H 4.1327 -0.2588 1.3297  -0.017
43 H -1.6149 -0.5999 -0.3037  0.088
44 C 0.9618 2.2523 -1.7013  -0.258
45 H -2.2954 -0.6125 -3.5536  0.071
46 H -0.8762 -3.5274 2.6691  0.049
47 H 4.4297 -1.4882 1.9829  0.020
48 C -0.5396 1.2586 0.1662  -0.335
49 H -2.7691 -3.9961 0.9206  0.036
50 H -1.9633 -2.7018 1.5055  0.027
51 O -2.8034 -3.2824 1.5887  -0.132
52 H -4.6587 0.2690 -1.7033  0.065
53 O 2.2330 0.6709 3.4063  -0.119
54 O 3.9101 1.3613 0.1574  -0.178
55 C -1.4126 0.1371 0.4898  -0.265
56 H -0.5525 0.6086 -1.9756  0.081
57 H 2.1786 0.9719 2.4618  0.021

Cartesian forces, eV/Å:
-0.01 -0.03 -0.66
0.51 -0.09 0.31
0.36 -0.15 -0.02
0.27 0.10 -0.06
-0.29 0.22 -0.12
-0.47 -0.23 0.15
-1.62 0.22 0.11
0.35 -0.14 -0.10
0.06 0.36 -0.56
0.07 0.09 -0.04
-0.39 0.20 1.16
-1.28 1.55 -0.77
0.04 2.01 0.23
-0.49 0.17 0.26
0.00 0.12 -0.78
-0.79 0.27 0.42
0.51 0.49 0.34
0.15 0.35 0.82
0.09 -0.60 0.64
0.27 -0.53 -0.18
-0.54 -0.35 -0.14
0.09 0.35 0.03
1.07 -0.22 -0.34
0.26 -0.16 -0.53
0.15 -0.23 -0.02
0.13 -0.72 1.10
0.41 -0.73 1.66
0.98 0.00 0.83
-0.22 0.22 -0.36
0.23 -0.05 0.46
-0.53 1.08 1.65
0.26 -0.20 -0.31
0.14 -0.10 0.99
-1.09 0.30 -2.02
-0.46 -0.76 0.04
0.15 0.23 -0.08
-1.00 -0.35 -0.92
-0.65 -0.01 -0.06
-0.17 -0.08 -0.87
-0.14 -0.17 0.21
-0.38 -0.97 0.32
0.78 0.60 0.44
0.24 0.69 -0.36
0.75 -1.24 -1.20
1.18 0.21 0.77
0.25 -0.04 -0.27
0.28 -0.36 0.50
0.05 1.90 -4.00
0.41 0.86 0.36
-1.87 -1.53 -0.04
0.87 0.69 -0.38
-0.02 -0.18 -0.03
0.37 -0.12 -1.32
-0.35 -0.54 -0.01
1.17 -3.03 1.61
0.29 0.42 0.37
-0.43 0.20 0.76



(2)
Entry from the OMol25 dataset: a 15-piece molecular cluster, C7H38O14 overall (wB97M-V/def2-TZVPD).

Properties
**E_tot**: -1342.667856 hartree
**Energy above the lowest of the compared OMol25 structures with the same formula, charge and spin**: 6.685 eV
**Frontier orbital gap**: 9.9 eV
**LUMO level**: 0.033 eV

Last column: Löwdin charge in e.
Geometry (Å):
1 O 2.7374 0.3139 4.5677  0.003
2 O -2.0613 -2.4333 -3.7633  0.030
3 H 1.9132 0.3040 4.1805  -0.067
4 H 0.1713 0.9770 2.9510  0.083
5 C -3.2226 -0.1546 1.2551  -0.086
6 H -0.9203 0.5572 -2.4275  0.086
7 H -2.8570 -2.4397 -3.5513  -0.101
8 H 0.0232 -3.4655 0.1281  0.012
9 H 0.9765 -0.0528 0.4220  0.099
10 O 1.1950 -0.5858 1.3022  -0.134
11 H 0.9076 -4.0963 1.3715  0.106
12 O -0.7904 -3.8011 -1.2547  -0.017
13 H -1.6479 -1.6116 -3.3082  0.076
14 O 0.3370 0.1523 3.5122  -0.081
15 O -1.9885 -0.3196 5.3255  -0.082
16 H -3.3711 -1.1553 1.7078  0.075
17 H 0.4936 -0.6179 2.9599  0.029
18 H -0.5604 2.5279 -4.5223  0.093
19 C 1.7248 -1.3972 -3.6921  0.024
20 C -1.8703 -0.5109 -1.0179  -0.110
21 H 2.8411 -0.9974 1.8796  0.006
22 H -1.9037 -1.2469 5.0525  0.032
23 H 2.0491 0.2854 -2.3256  0.077
24 H 3.3133 -0.5693 3.1039  0.022
25 C -2.2010 0.0648 0.1744  -0.126
26 O 2.0132 1.8144 0.2792  -0.067
27 H -2.7357 0.2449 2.2194  0.094
28 H 1.0323 -1.5440 1.2013  0.026
29 C 1.5305 -0.5420 -2.6893  -0.133
30 H -2.9842 1.8606 -1.5596  -0.001
31 H 0.6039 2.4698 1.0894  -0.042
32 H 5.1914 0.5058 0.1134  0.008
33 H -1.5535 2.9000 -3.3470  -0.003
34 H 0.8790 -2.2021 -4.0197  0.114
35 H -1.6260 0.8115 0.6160  0.063
36 H -0.4829 3.5641 1.1948  0.057
37 H -2.4706 -1.3089 -1.4011  0.093
38 H 2.6482 -1.5553 -4.1208  0.017
39 H 4.1099 -0.0455 0.9307  -0.060
40 O -3.5441 2.3234 -2.1684  -0.007
41 H -0.6875 4.4318 -0.8329  0.016
42 H -1.1082 0.0794 5.2290  0.013
43 C -0.6681 -0.1840 -1.6927  -0.155
44 O 0.1301 2.9831 1.7403  -0.074
45 O -1.2858 4.3062 -1.5620  -0.047
46 O -1.0565 2.1711 -3.7299  -0.078
47 O 3.7233 -1.0295 2.3220  -0.087
48 H -0.4192 -3.9892 -2.1084  0.062
49 H -2.0136 3.7103 -1.2676  0.034
50 H 0.7808 -1.5201 -0.9252  0.080
51 H 2.5464 1.1131 0.7503  0.051
52 H -4.2263 0.1880 1.0999  0.063
53 C 0.4938 -0.7773 -1.6166  -0.106
54 H 2.9928 1.1787 4.3277  0.042
55 O 4.2970 0.4122 0.1649  0.013
56 O 0.8165 -3.3075 0.7294  -0.119
57 H -3.2483 2.2367 -3.0416  -0.001
58 H -1.5143 -3.2637 -1.5707  0.025
59 H 2.5471 2.2369 -0.3851  0.060

Cartesian forces, eV/Å:
3.02 -0.96 1.52
12.56 2.02 -1.56
-3.95 -0.52 -1.12
0.28 -1.94 0.70
0.74 -1.22 2.53
0.96 0.32 -0.84
-11.54 -0.05 2.86
1.20 -0.16 0.72
0.49 -1.96 2.56
-0.23 1.39 -2.60
-0.38 1.97 -1.72
-0.63 -0.02 -0.08
-0.91 -1.98 -1.36
-0.89 1.96 0.64
-0.01 -0.19 0.07
0.17 -0.31 -1.25
-0.23 0.68 -0.60
-0.98 -0.48 1.48
-3.39 -1.48 0.74
-1.68 0.43 4.65
0.71 -0.66 -0.63
0.18 0.56 0.12
2.22 1.03 -0.36
1.54 -0.29 0.41
-0.76 -1.72 -1.03
-0.46 -1.22 1.02
-1.15 0.36 -1.44
-0.20 -0.15 -0.82
-1.56 -1.56 1.02
0.54 -0.92 0.10
0.86 -0.28 -0.63
3.76 0.37 -0.17
0.53 0.52 0.00
2.11 1.88 1.25
1.90 1.40 -0.36
1.08 -1.17 1.32
-0.57 -0.37 -0.18
1.72 0.38 -1.59
-0.20 -2.10 3.21
-1.51 1.25 1.78
0.27 0.00 0.37
-0.27 -0.41 -0.26
-0.73 0.67 -1.08
-2.09 1.48 -0.37
-1.08 -0.63 -0.29
0.70 0.26 -1.65
-1.99 0.66 0.49
0.95 -0.53 -0.56
0.66 0.78 -0.18
-0.09 -0.85 0.69
-0.32 1.51 -1.19
-0.36 0.74 -0.14
0.48 0.20 -2.65
1.09 1.71 -0.06
-2.91 1.61 -3.21
-0.44 -1.62 1.35
0.81 -0.68 -1.78
-0.70 0.41 0.31
0.66 -0.13 -0.14



(3)
Entry from the OMol25 dataset: an isolated ion of composition C7H3ClNO3S2 and charge -1 (wB97M-V/def2-TZVPD).

Properties
**E_tot**: -1805.661626 hartree
**Charge**: -1
**Frontier orbital gap**: 7.6 eV
**LUMO level**: 2.933 eV

Last column: Löwdin charge in e.
Geometry (Å):
1 Cl -2.7415 2.4191 1.0690  0.663
2 H 1.4426 2.5628 -1.2320  0.091
3 H -0.5095 3.6473 0.1711  0.111
4 S -0.6704 -2.6039 1.1409  0.712
5 C -0.0893 -0.2441 -0.2217  -0.346
6 C -1.2858 0.2622 0.3730  -0.059
7 N 0.2973 -1.5716 -0.2078  -0.114
8 O -0.2889 -3.9757 0.8356  -0.503
9 O 0.0960 -2.0858 2.2856  -0.494
10 S 2.1734 -0.1557 -1.5097  1.011
11 C -0.4208 2.5314 -0.0043  -0.181
12 O 2.1871 -2.8506 -1.2850  0.020
13 H -1.9209 -0.4931 0.7046  0.052
14 C 1.6638 -1.8085 -1.0452  -0.642
15 C 0.6352 2.0702 -0.7346  -0.116
16 C 0.7841 0.6780 -0.8322  -0.494
17 C -1.3522 1.6177 0.4928  -0.710

Cartesian forces, eV/Å:
-1.46 0.14 0.94
0.01 1.22 0.08
-0.26 -1.63 -0.21
1.64 -0.55 0.84
0.68 -0.37 -0.06
2.55 0.10 -0.95
2.19 0.37 -2.54
-0.41 -0.06 -0.37
-0.84 0.08 -0.07
0.21 -0.04 -0.30
0.47 2.01 -0.08
-0.13 0.62 0.09
-1.56 -0.37 0.79
-3.73 0.85 2.33
0.69 -2.50 -0.24
-0.01 -0.58 0.31
-0.04 0.71 -0.56



(4)
Entry from the OMol25 dataset: one molecule with the formula C7H3F2NOS (wB97M-V/def2-TZVPD).

Properties
**E_tot**: -996.337096 hartree
**Frontier orbital gap (alpha / beta)**: 6.8 / 7.0 eV
**LUMO level (alpha / beta)**: -1.690 / -1.617 eV

Last column: Löwdin charge in e.
Geometry (Å):
1 C -0.3623 -1.5035 0.0110  -0.205
2 O 0.7758 3.3891 0.0288  -0.532
3 N 1.9216 -0.8040 -0.0966  0.128
4 C 3.0267 -0.6867 0.4128  -0.111
5 C -1.1422 1.1711 -0.0297  -0.082
6 C 0.2308 0.8645 -0.0287  -0.402
7 C -2.0746 0.1756 -0.0178  -0.063
8 F 0.0328 -2.7898 0.0236  0.085
9 C 0.6503 -0.5029 -0.0060  -0.241
10 H -1.4164 2.2156 -0.0387  0.106
11 F 4.1542 -0.8733 -0.2225  0.085
12 H -2.4286 -1.9636 -0.0018  0.122
13 C -1.6849 -1.1829 0.0001  0.005
14 S 1.4440 2.0819 -0.0110  0.995
15 H -3.1270 0.4089 -0.0236  0.109

Cartesian forces, eV/Å:
0.65 0.25 -0.02
-0.39 0.73 0.09
2.02 -0.79 -0.49
-0.28 0.19 0.56
0.48 0.39 0.01
-0.32 -1.05 0.16
0.01 -0.63 0.00
-0.05 0.31 0.00
-2.44 0.83 0.07
-0.08 0.05 0.00
0.25 -0.13 -0.24
0.00 -0.13 0.02
-0.26 0.39 0.01
0.51 -0.49 -0.17
-0.10 0.07 0.00



Ordered max |F| results: 4.43, 12.82, 4.48, 2.58; unit eV/A.